C10H16O | the ωB97M-V functional and the def2-TZVPD basis

XYZ file:
```
27
Properties=species:S:1:pos:R:3:mulliken_charge:R:1
O 0.240 0.688 2.849 -0.58
C -2.086 0.429 -0.513 0.60
C -2.425 0.034 -1.895 -1.33
C -1.838 -0.058 1.829 -0.42
C -1.331 1.612 -0.285 -0.42
C 1.736 -0.726 -0.585 0.18
C -0.764 0.838 1.894 0.22
C 2.754 0.316 0.035 -1.13
C -2.457 -0.381 0.591 -0.51
C -0.679 1.826 0.862 -0.43
C 2.315 -2.092 -0.978 -1.40
H -1.794 -0.659 -2.255 0.33
H -1.994 -0.794 2.721 0.24
H 1.523 -2.613 -1.452 0.39
H 1.086 -0.292 -1.312 0.30
H -3.342 -0.538 -1.676 0.38
H 3.012 1.051 -0.629 0.40
H 0.799 1.473 2.731 0.37
H 3.348 -1.957 -1.372 0.34
H -0.199 2.755 1.056 0.48
H -1.408 2.423 -1.087 0.24
H 2.558 -2.716 -0.143 0.35
H 2.246 0.998 0.836 0.10
H -2.918 -1.304 0.482 0.41
H 3.473 -0.161 0.569 0.44
H 0.992 -1.043 0.180 0.10
H -2.846 0.890 -2.453 0.36
```

- orbital gap (eV) = 9.01
- LUMO (eV) = 0.86
- DFT total energy (eV) = -12674.6193
- SMILES = Cc1ccc(O)cc1.CCC
- ΔE to the lowest compared entry with this formula, charge and spin (kcal per mole) = 71.6
- net charge = 0